Density functional theory data (wB97M-V/def2-TZVPD) for an isolated molecule of C16H26N2O3S.

The geometry in XYZ format:
```
48
Properties=species:S:1:pos:R:3:mulliken_charge:R:1
C 1.027 3.832 -0.071 -0.761
O -0.321 3.369 -0.715 -0.439
C -1.030 2.298 -0.244 0.998
C -2.350 2.565 -0.767 -1.321
C -3.087 1.237 -0.648 0.541
C -2.746 0.160 -0.074 -0.680
C -3.533 -1.011 0.266 2.418
C -3.739 -1.346 1.608 -1.474
C -4.836 -0.847 -0.469 -2.672
C -2.862 -2.196 -0.348 -2.176
C -1.417 0.177 0.383 0.669
C -0.623 1.109 0.531 -0.699
S 1.118 1.071 1.065 1.467
O 0.961 -0.456 1.763 -0.837
O 1.520 1.911 2.068 -0.743
N 2.114 1.096 -0.298 0.467
C 3.479 1.088 -0.045 -0.920
C 4.154 -0.187 0.499 -1.332
N 3.917 -1.309 -0.625 -0.199
C 4.579 -2.500 -0.323 -1.134
C 2.501 -1.341 -0.822 -0.545
C 1.751 0.071 -1.130 -1.671
H 1.845 3.166 -0.658 0.214
H 1.301 4.956 -0.488 0.288
H 1.155 3.704 0.896 0.495
H -2.733 3.351 -1.397 0.393
H -4.099 1.165 -1.158 0.279
H -4.281 -0.502 2.321 0.250
H -2.735 -1.646 2.275 0.215
H -4.386 -2.261 1.992 0.336
H -4.895 -0.752 -1.361 0.824
H -5.559 -1.869 -0.326 0.329
H -5.607 -0.032 0.194 0.288
H -2.768 -2.094 -1.295 0.685
H -3.470 -3.031 -0.520 0.568
H -1.806 -2.470 0.046 0.258
H -0.981 -0.878 1.030 0.132
H 3.666 1.720 0.943 0.273
H 4.155 1.361 -0.764 0.501
H 5.089 -0.039 0.582 0.822
H 3.804 -0.638 1.400 0.476
H 4.522 -2.898 -1.140 0.631
H 5.703 -2.235 -0.366 0.294
H 4.226 -2.912 0.842 0.297
H 2.302 -2.138 -1.631 0.473
H 1.966 -1.926 0.083 0.249
H 0.867 -0.256 -1.167 0.521
H 2.142 0.363 -1.938 0.955
```

Summary:
**2S+1**: 1
**Molecular weight**: 326.5 g mol⁻¹
**Net charge**: 0
**Highest occupied orbital energy**: -8.4 eV
**DFT total energy**: -1358.07580 Ha